172
Properties=species:S:1:pos:R:3:mulliken_charge:R:1 method="wB97M-V/def2-TZVPD" orbital_gap_ev=1.2 energy_ev=-143912.320 charge=+8
C -4.778 4.938 -3.352 -0.69
C -1.746 9.879 17.510 -0.83
C -6.428 -3.568 0.114 -0.45
H -6.847 -6.805 0.008 0.28
C -6.072 7.597 8.970 -0.91
C 9.389 -7.940 0.278 -0.24
H -4.963 4.851 -4.390 0.57
C 16.114 4.658 3.110 0.88
H -4.960 -6.410 1.033 0.35
H 13.094 6.624 -0.123 0.33
N -17.141 -10.364 -14.465 0.08
H 12.037 -6.770 -6.997 0.37
H -18.194 -11.984 -15.286 0.40
H 9.905 -8.650 0.853 0.43
H -10.697 -6.125 -10.018 0.36
C 17.743 3.824 6.406 -0.17
C -2.699 3.858 -5.267 -0.72
C 8.312 -5.957 -1.195 -0.61
H -13.314 -8.011 -8.536 0.42
C -2.834 -2.527 3.134 -0.84
H -11.969 -5.455 -9.024 0.35
H 10.519 -7.036 -7.947 0.34
N -2.379 9.775 16.190 0.06
C 14.465 6.248 2.174 -0.20
H 19.513 2.465 7.858 0.31
H -1.862 10.738 13.035 0.45
C -17.457 -9.954 -13.246 -0.25
C 10.995 -6.443 -7.189 -0.82
H 17.222 3.686 1.410 0.31
H -5.456 7.451 8.052 0.35
H -0.155 0.131 4.168 0.26
H -1.978 3.213 -7.245 0.41
N -0.736 4.435 -6.359 0.02
H -17.837 -10.847 -16.450 0.30
Cl -8.489 -2.463 -2.509 -0.78
H -3.625 3.341 -5.285 0.62
C 18.930 1.827 7.120 -0.85
H -2.516 1.027 1.664 0.56
C -3.598 -0.815 1.589 -0.70
C 10.143 -5.811 -3.622 -0.54
H 1.005 3.563 -7.108 0.38
C -15.274 -9.116 -12.808 0.85
H 14.499 6.075 -1.245 0.30
H -13.316 -7.348 -13.438 0.54
C -4.882 7.168 11.033 -0.15
C 8.515 -6.843 2.359 -0.88
C -2.393 10.247 13.813 -0.54
C -13.330 -7.593 -12.417 -0.76
H 11.294 -4.728 -5.140 0.38
H -2.418 9.490 18.232 0.28
C 9.513 -8.014 -1.086 -0.68
C 18.070 2.073 4.938 -0.21
N -5.259 8.050 10.109 0.07
H 7.948 -5.089 -1.785 0.45
C -3.409 4.835 -3.033 0.97
H 9.465 -8.330 -6.244 0.40
Cl -5.055 5.585 2.517 -0.78
C -0.310 5.088 -5.208 -0.29
H 7.745 -5.109 0.647 0.46
C -3.964 8.693 14.827 -0.80
C -3.413 9.348 13.649 0.66
C 14.238 6.625 -0.318 -0.77
C -14.900 -9.593 -14.033 -0.64
H -4.048 10.926 11.282 0.47
C 10.617 -5.620 -4.902 -0.30
H 13.612 6.984 2.290 0.38
C 9.590 -7.573 -5.490 -0.13
C 16.512 4.482 1.772 -0.64
C 0.259 4.284 -7.503 -0.83
C 15.151 5.774 3.245 -0.76
H -11.134 -6.939 -8.547 0.38
C -3.192 4.879 -1.642 -0.66
C -14.193 -8.751 -10.477 -0.76
N 10.305 -6.550 -5.780 -0.06
H 16.706 5.525 5.742 0.36
C 9.042 -7.788 -4.232 -0.56
C -12.524 -6.993 -11.548 -0.30
C -4.208 7.603 12.150 -0.72
C -1.860 10.324 15.097 -0.25
N -6.315 -4.887 0.336 0.15
C -11.518 -6.365 -9.406 -0.91
C -5.610 -2.674 0.632 -0.77
H -1.471 10.878 17.671 0.37
Cl -4.700 1.937 -1.376 -0.79
C -13.336 -8.019 -9.680 -0.11
C -4.392 -4.402 1.634 -0.78
H -6.813 4.985 -2.767 0.38
H -7.176 -5.713 -1.363 0.35
C -16.568 -9.392 -12.352 -0.63
C 16.758 3.906 4.267 1.06
H -4.111 5.230 0.354 0.06
H -5.383 10.056 9.424 0.48
C 15.913 5.126 0.789 -0.18
H 9.055 -7.730 2.821 0.31
N 14.881 5.965 0.902 0.10
C -1.931 -1.549 3.612 -0.29
H 10.452 -5.091 -2.884 0.48
C -0.646 0.523 3.241 -0.86
C -4.336 9.889 11.269 -0.63
C -3.383 8.883 16.031 -0.26
H 8.355 -8.630 -4.088 0.49
H -5.796 -1.697 0.318 0.60
H -0.243 3.976 -8.408 0.30
C 8.931 -6.994 -1.846 0.58
C -1.108 5.248 -4.102 -0.67
H -3.589 -4.780 2.284 0.19
H -11.818 -6.277 -11.856 0.42
N -1.753 -0.430 2.916 0.04
C -6.590 5.288 -0.095 -1.01
N 8.621 -6.993 0.853 0.01
H -8.263 -5.684 0.116 0.32
H 10.986 -5.396 -7.360 0.33
H 10.046 -8.831 -1.548 0.49
C -4.239 5.028 -0.718 -0.11
H 17.821 4.198 7.391 0.47
H -19.168 -10.637 -15.201 0.31
H -6.900 8.258 8.766 0.40
H 0.666 5.554 -5.293 0.40
H -1.196 -1.685 4.368 0.37
H -5.109 6.130 10.881 0.41
H -7.188 -3.135 -0.529 0.03
H -4.839 8.111 14.703 0.63
H -1.030 1.498 3.210 0.39
C -18.146 -10.904 -15.418 -0.74
H -13.905 -9.682 -14.427 0.45
H 0.068 0.412 2.445 0.38
H -6.559 4.458 0.616 0.35
C -2.616 0.042 2.038 -0.44
H -14.914 -9.459 -10.138 0.59
H 18.105 1.338 7.610 0.44
C -15.896 -10.224 -14.823 -0.24
H 14.564 7.693 -0.360 0.34
H 19.581 0.933 6.715 0.31
Cl 8.400 -0.348 8.173 -0.81
H 16.250 4.844 -0.194 0.36
H 14.808 6.307 4.077 0.35
C -4.025 8.973 12.315 0.63
H 8.962 -5.857 2.648 0.37
C -1.874 3.795 -6.355 -0.13
H -3.884 6.887 12.855 0.62
H -6.428 6.583 9.281 0.29
H -4.370 -0.491 0.920 0.31
C -5.218 -5.341 0.968 -0.16
H -0.781 5.828 -3.253 0.48
C -2.394 4.692 -4.173 0.74
H 7.488 -7.005 2.566 0.38
C -5.026 9.409 10.198 -0.27
H -17.005 -8.912 -11.403 0.38
N 18.229 2.674 6.116 0.01
N -12.493 -7.142 -10.243 0.04
H -15.596 -10.458 -15.835 0.34
H -7.551 5.373 -0.625 0.26
C -3.665 -2.111 2.068 1.38
C -14.216 -8.509 -11.852 0.79
C -4.598 -3.074 1.523 1.43
H 0.849 5.181 -7.702 0.32
H -1.045 11.019 15.196 0.40
H 17.079 2.074 3.115 0.55
H -2.806 -3.491 3.534 0.41
C 9.354 -6.844 -3.281 0.80
C 17.276 2.597 4.002 -0.81
H 18.370 1.034 4.914 0.33
N -5.508 5.121 -1.149 0.14
H -6.452 6.251 0.340 0.44
C 17.062 4.534 5.450 -0.72
C -5.798 4.999 -2.463 -0.41
C -7.230 -5.816 -0.248 -0.78
H -0.855 9.283 17.543 0.40
H -3.655 8.375 16.939 0.40
H -2.181 4.893 -1.186 0.29
H -18.508 -9.913 -12.987 0.36
C 8.130 -5.967 0.144 -0.30